[1]
Formula: C9H18ClNO
Source: the Open Molecules 2025 dataset
Level of theory: ωB97M-V/def2-TZVPD

```
! RIJCOSX wB97M-V def2-TZVPD def2/J DEFGRID3
* xyz 0 1
Cl 4.38 -0.06 0.45
O 1.62 1.99 -0.46
N 2.33 -0.21 -0.03
C -2.42 -0.51 -0.75
C -4.13 0.48 0.82
C 2.80 2.79 -0.17
C 1.55 -2.17 -1.24
C -2.14 1.78 0.15
C -2.85 0.66 0.08
C 0.91 -1.76 1.17
C 1.61 0.73 -0.31
C 1.99 -1.60 0.11
H -4.94 0.20 0.14
H 1.39 -3.24 -1.15
H -3.09 -0.62 -1.61
H -4.03 -0.33 1.55
H 2.31 -1.99 -2.00
H 1.29 -1.43 2.14
H -4.42 1.39 1.35
H 0.61 -2.80 1.25
H -2.46 2.62 0.73
H -1.21 1.89 -0.38
H 2.90 -2.11 0.43
H -2.48 -1.43 -0.18
H 2.60 3.36 0.73
H 3.67 2.15 -0.03
H 0.04 -1.16 0.92
H 0.62 -1.70 -1.57
H -1.41 -0.38 -1.12
H 2.95 3.45 -1.02
*
```

ΔE to the lowest compared entry with this formula, charge and spin in kJ/mol: 0.0
Frontier orbital gap in eV: 8.30
Largest force on an atom in hartree/bohr: 0.0250
HOMO energy in hartree: -0.3140



[2]
Formula: C33H39N5Y
Source: the Open Molecules 2025 dataset
Level of theory: ωB97M-V/def2-TZVPD

```
! RIJCOSX wB97M-V def2-TZVPD def2/J DEFGRID3
* xyz -1 1
Y -0.32 -0.12 -0.04
N 1.42 -0.98 -2.99
N -2.81 -0.31 -0.08
N -3.55 -0.78 2.07
N 2.30 -1.79 -1.14
N -2.00 -3.13 1.78
C -5.43 -0.38 -1.10
C -2.91 -4.06 1.52
C -3.09 0.15 -1.32
C 1.32 2.02 0.06
C -4.36 0.10 -1.87
C -0.06 0.64 3.26
C 0.21 1.84 -5.06
C -2.03 2.33 -6.11
C -0.64 3.18 -1.19
C -0.77 -3.81 -0.21
C -0.79 -0.52 -3.93
C 1.08 1.01 -4.35
C -3.86 -0.64 0.73
C -0.03 -1.90 1.27
C -2.78 -4.95 0.43
C 2.49 -1.78 -3.37
C 2.51 1.43 -4.19
C -0.03 2.49 -0.02
C 2.44 2.26 -0.89
C 2.70 0.58 1.73
C 3.00 -2.31 -2.21
C -1.73 -4.77 -0.48
C -1.61 0.32 -4.68
C -5.19 -0.74 0.23
C 0.23 1.34 1.98
C 0.57 -0.18 -3.82
C -1.35 -1.79 -3.33
C -0.71 2.08 1.18
C -1.13 1.49 -5.26
C 1.33 -1.01 -1.59
C -2.13 2.33 1.54
C -0.88 -2.99 0.98
C 1.47 1.28 1.27
H 3.19 2.94 -0.44
H 3.10 1.06 2.63
H 3.01 0.95 -3.34
H 3.79 -3.02 -2.08
H 2.76 -1.94 -4.40
H -4.50 0.46 -2.88
H -1.51 3.23 -6.44
H 2.56 2.52 -4.06
H 0.70 -0.11 3.48
H 2.51 -0.48 1.97
H -2.74 2.53 0.65
H -2.94 2.63 -5.58
H -5.97 -1.14 0.88
H -2.70 -1.36 2.22
H -1.03 0.11 3.25
H -0.05 3.02 -2.10
H 0.59 2.76 -5.50
H -6.43 -0.44 -1.54
H -2.42 -1.65 -3.12
H -1.26 -2.64 -4.03
H 3.48 0.60 0.95
H -4.34 -1.03 2.67
H -0.87 -2.10 -2.39
H -2.24 0.60 -1.86
H -2.22 3.19 2.22
H 3.09 1.19 -5.10
H -2.34 1.77 -7.01
H -0.09 1.37 4.08
H -3.77 -4.11 2.19
H -2.58 1.46 2.04
H 0.55 -1.96 2.19
H 2.96 1.32 -1.12
H -2.65 0.03 -4.83
H -3.55 -5.70 0.30
H -0.72 4.26 -1.03
H -1.65 2.81 -1.41
H -1.65 -5.40 -1.37
H 0.08 -3.61 -0.87
H 2.10 2.70 -1.84
*
```

ΔE to the lowest compared entry with this formula, charge and spin in kJ/mol: 58.9
Frontier orbital gap (alpha / beta) in eV: 4.07 / 4.07
Largest force on an atom in hartree/bohr: 0.0341
HOMO energy (alpha / beta) in hartree: -0.0614 / -0.0615



[3]
Formula: C25H34N4O5S4V
Source: the Open Molecules 2025 dataset
Level of theory: ωB97M-V/def2-TZVPD

```
! RIJCOSX wB97M-V def2-TZVPD def2/J DEFGRID3
* xyz -2 4
V 0.82 1.02 -2.63
S -3.73 2.58 -2.30
S 3.22 2.31 -2.23
S -0.25 0.43 1.12
S -0.93 2.75 -3.04
O 1.88 2.53 -1.55
O 2.82 1.82 -3.58
O 3.99 3.54 -2.27
O 1.66 -0.75 -3.10
O 3.92 1.27 -1.44
N 2.18 -0.25 0.19
N -1.01 -0.23 -2.57
N -2.20 0.44 -2.34
N 2.02 1.82 1.08
C -0.34 -3.78 -3.15
C -6.30 1.16 1.77
C -0.06 -2.41 -2.96
C 3.28 -3.56 2.91
C -2.20 1.71 -2.56
C -3.94 0.77 1.90
C 1.92 -4.26 -3.77
C 3.22 -2.66 1.68
C -4.97 1.14 -0.25
C 1.74 -1.60 -0.09
C 1.81 -2.51 1.13
C 0.61 -4.69 -3.56
C 1.28 3.06 1.28
C -1.14 -1.52 -2.55
C 0.96 3.33 2.74
C 1.27 -1.97 -3.22
C 1.85 3.72 5.08
C -6.20 1.28 0.39
C 1.39 0.66 0.79
C -3.84 0.89 0.53
C -5.17 0.90 2.53
C 2.24 -2.94 -3.61
C -4.86 1.27 -1.74
C 2.20 3.48 3.62
C -2.46 -2.11 -2.10
H 3.88 -3.05 0.90
H 0.34 -5.73 -3.70
H 2.74 3.82 5.70
H -7.27 1.27 2.25
H 2.80 2.58 3.52
H -2.90 -1.46 -1.35
H -3.04 0.58 2.48
H 1.15 -2.11 1.90
H -1.35 -4.14 -3.00
H 2.81 4.31 3.24
H 1.25 2.89 5.48
H 1.91 3.86 0.88
H 0.35 4.24 2.80
H 2.64 -3.17 3.70
H 4.29 -3.65 3.30
H -2.87 0.80 0.04
H 2.89 0.16 -0.46
H 0.37 3.05 0.68
H 2.88 1.94 0.54
H -4.46 0.35 -2.18
H -2.32 -3.10 -1.68
H 0.72 -1.59 -0.48
H 1.26 4.63 5.20
H -7.09 1.49 -0.20
H 2.92 -4.57 2.67
H 3.61 -1.67 1.93
H 3.24 -2.57 -3.78
H 2.39 -1.98 -0.88
H 2.69 -4.97 -4.07
H 0.34 2.51 3.11
H -5.25 0.81 3.61
H -5.84 1.47 -2.18
H 1.42 -3.49 0.84
H -3.16 -2.17 -2.94
*
```

Frontier orbital gap (alpha / beta) in eV: 5.52 / 6.72
Largest force on an atom in hartree/bohr: 0.0230
Expectation value of S²: 3.76
HOMO energy (alpha / beta) in hartree: -0.0470 / -0.0910



[4]
Formula: C10H8N2S
Source: the Open Molecules 2025 dataset
Level of theory: ωB97M-V/def2-TZVPD

```
! RIJCOSX wB97M-V def2-TZVPD def2/J DEFGRID3
* xyz 0 1
S 2.25 2.74 -0.33
N 2.80 -1.47 -2.27
N 2.61 -0.94 2.05
C -2.43 0.31 -0.54
C 1.70 1.26 -0.43
C -0.53 1.37 0.44
C 0.29 0.85 -0.58
C -0.28 -0.11 -1.45
C 2.00 -0.77 0.92
C 2.70 -0.79 -1.34
C -1.90 1.11 0.41
C -1.63 -0.30 -1.50
C 2.68 0.08 -0.20
H -3.47 0.02 -0.59
H 0.32 -0.36 -2.24
H 1.01 -1.08 0.47
H 2.12 -1.35 2.72
H 3.71 0.35 0.11
H -0.35 1.94 1.34
H -2.15 -0.92 -2.25
H -2.46 1.41 1.19
*
```

ΔE to the lowest compared entry with this formula, charge and spin in kJ/mol: 33.3
Frontier orbital gap in eV: 8.28
SMILES string: [H]/N=C/[C@@H](C#N)C(=S)c1ccccc1
Largest force on an atom in hartree/bohr: 0.1251
HOMO energy in hartree: -0.3358



[5]
Formula: C3H6ClN4
Source: the Open Molecules 2025 dataset
Level of theory: ωB97M-V/def2-TZVPD

```
! RIJCOSX wB97M-V def2-TZVPD def2/J DEFGRID3
* xyz 1 1
Cl -3.80 0.33 0.64
N -0.93 1.43 0.79
N -2.18 -1.38 -0.24
N 0.46 1.42 -1.12
N -2.94 -1.10 0.63
C -0.20 0.84 -0.23
C -1.08 -1.59 -0.82
C 0.16 -0.76 -0.18
H -0.68 2.42 0.89
H 0.31 -1.04 0.96
H 1.08 -0.78 -0.72
H -1.02 0.87 1.65
H -0.99 -2.10 -1.77
H 0.36 2.51 -1.21
*
```

ΔE to the lowest compared entry with this formula, charge and spin in kJ/mol: 448.7
Frontier orbital gap in eV: 7.42
SMILES string: [H]/N=C(\N)CC=[N+]=NCl
Largest force on an atom in hartree/bohr: 0.0725
HOMO energy in hartree: -0.5019



[6]
Formula: C2H6N4O
Source: the Open Molecules 2025 dataset
Level of theory: ωB97M-V/def2-TZVPD

```
! RIJCOSX wB97M-V def2-TZVPD def2/J DEFGRID3
* xyz 0 1
O 2.71 -0.71 -0.17
N -0.84 0.65 0.66
N 1.54 -0.17 0.34
N -0.18 1.24 -0.26
N -1.88 -0.86 -0.80
C 1.10 0.62 -0.52
C -1.56 -0.46 0.38
H -2.67 -1.54 -0.65
H -0.18 0.40 1.52
H 3.17 -0.91 0.79
H 1.58 0.94 -1.51
H -2.06 -0.71 1.31
H -0.71 1.52 -1.11
*
```

ΔE to the lowest compared entry with this formula, charge and spin in kJ/mol: 481.4
Frontier orbital gap in eV: 9.48
SMILES string: [H]/N=C/NN/C=N/O
Largest force on an atom in hartree/bohr: 0.1334
HOMO energy in hartree: -0.3139



[7]
Formula: C5H10N2O
Source: the Open Molecules 2025 dataset
Level of theory: ωB97M-V/def2-TZVPD

```
! RIJCOSX wB97M-V def2-TZVPD def2/J DEFGRID3
* xyz 0 1
O -2.94 1.15 -0.32
N 1.49 0.42 -0.29
N 0.74 0.91 0.60
C -1.36 -0.67 0.31
C -0.59 0.63 0.66
C -0.43 -1.65 -0.17
C 2.96 0.70 -0.15
C -1.69 0.53 -0.53
H 0.39 -1.12 -0.77
H 3.30 1.01 -1.12
H -0.89 1.14 1.67
H 3.29 1.51 0.56
H -0.90 -2.43 -0.83
H -1.31 0.52 -1.57
H 3.47 -0.24 -0.01
H -0.02 -2.18 0.69
H -2.14 -0.89 0.91
H -3.38 0.65 0.35
*
```

ΔE to the lowest compared entry with this formula, charge and spin in kJ/mol: 411.2
Frontier orbital gap in eV: 9.36
SMILES string: C/N=N/[C@@H]1[C@H](C)[C@H]1O
Largest force on an atom in hartree/bohr: 0.0911
HOMO energy in hartree: -0.3145



[8]
Formula: C48H123N11O4
Source: the Open Molecules 2025 dataset
Level of theory: ωB97M-V/def2-TZVPD

```
! RIJCOSX wB97M-V def2-TZVPD def2/J DEFGRID3
* xyz 2 1
O 0.94 -0.51 1.43
O 1.14 1.10 -0.86
O -3.09 2.72 -0.03
O -2.90 1.81 2.62
N -4.59 4.15 1.83
N -4.64 -2.60 0.77
N -0.23 3.01 3.96
N 2.62 -3.44 -0.73
N -1.55 -1.18 -4.63
N 3.22 1.35 0.77
N 5.55 1.92 -4.05
N -1.10 2.50 6.62
N 2.59 -2.60 1.96
N -1.90 5.16 -4.67
N 1.92 -4.61 3.89
C -2.57 -0.54 -5.47
C 0.36 4.34 7.52
C -3.95 6.56 -4.65
C 1.70 -6.95 2.91
C 2.62 -2.10 -1.31
C -0.32 -1.47 -5.35
C -1.31 -0.54 -3.35
C -2.52 -0.61 -2.41
C -2.12 1.99 0.32
C -6.78 -1.35 1.03
C -2.05 4.56 -3.35
C -3.47 3.04 6.00
C 4.34 2.73 -4.19
C -5.65 -1.80 0.08
C -0.09 0.28 5.93
C -1.00 3.67 7.50
C -3.02 -1.34 -6.68
C -1.18 5.16 -2.22
C 3.85 -4.19 -1.03
C 6.26 2.25 -2.82
C 5.31 0.48 -4.15
C 3.14 2.37 -3.28
C 4.08 -5.34 -0.01
C -2.09 1.43 1.72
C 0.04 3.72 -5.20
C 0.02 -3.03 4.17
C 0.11 1.13 -0.15
C 0.06 0.36 1.21
C 1.43 -4.24 -1.04
C -2.41 6.52 -4.74
C 1.04 -5.76 3.59
C -4.82 -4.53 -0.84
C 0.52 -0.26 -5.83
C 6.69 3.72 -2.74
C -2.52 2.02 6.64
C -3.73 -1.76 1.53
C -3.91 -3.52 -0.11
C 2.54 -2.03 -2.82
C 4.70 0.03 -5.46
C -3.08 -2.57 2.67
C -0.19 1.40 6.98
C 4.24 -3.95 4.71
C 3.20 -5.05 4.47
C 0.13 -3.57 -0.57
C -1.03 0.62 2.10
C -1.06 1.83 -0.56
C 1.23 -3.70 4.83
C -0.52 5.16 -5.16
H -0.46 -1.04 -2.89
H 0.29 -2.41 3.31
H 6.28 0.01 -4.00
H -3.09 4.62 -3.04
H -5.40 3.52 1.90
H -5.16 -0.97 -0.45
H 3.59 0.58 1.32
H -2.77 1.75 7.67
H 6.98 4.02 -3.75
H -0.93 0.19 3.09
H 5.89 4.42 -2.53
H -0.46 0.91 7.92
H 0.16 -3.45 0.52
H 2.84 1.37 -3.60
H 1.66 -2.53 -3.21
H 1.14 3.74 7.98
H -2.31 0.48 -5.79
H -2.15 -0.55 -1.39
H 2.37 -6.69 2.10
H 2.98 -5.57 5.41
H -2.20 -1.43 -7.40
H -3.17 0.25 -2.60
H -3.32 -4.10 0.60
H 4.80 -1.05 -5.56
H -0.70 -4.21 -0.86
H -0.82 2.36 3.41
H -4.36 2.52 5.66
H 0.94 -7.63 2.52
H 5.15 -5.51 -0.03
H 4.69 0.18 -3.29
H -3.08 -1.53 -2.53
H 2.77 1.93 1.49
H 7.08 1.57 -2.60
H 2.47 1.11 0.07
H 0.46 -6.05 4.47
H 2.70 -3.09 1.02
H -2.20 6.92 -5.73
H 1.03 3.66 -5.66
H -6.46 -0.57 1.72
H -3.44 -0.36 -4.83
H -4.32 6.41 -3.64
H 3.92 -3.05 5.23
H 1.77 -1.56 -0.89
H -1.87 3.49 -3.39
H 5.23 0.42 -6.33
H 3.35 2.37 -2.21
H 7.54 3.82 -2.07
H -0.50 5.53 -6.18
H -0.05 -2.61 -1.07
H 0.67 4.48 6.47
H -1.05 -0.03 5.52
H 0.80 1.82 7.15
H -0.51 3.97 3.76
H -4.35 7.54 -4.93
H -1.91 7.19 -4.03
H -0.07 0.41 -6.45
H 4.01 -4.51 -2.06
H -1.20 3.43 8.55
H -3.25 -3.02 -0.82
H 0.13 5.78 -4.53
H 2.29 -7.53 3.62
H -2.93 -1.33 0.90
H 3.96 1.95 0.39
H 0.74 2.85 3.71
H -5.00 5.04 1.55
H -3.83 -0.77 -7.12
H 4.59 -3.56 3.75
H -1.05 0.52 -3.53
H -3.43 -2.33 -6.48
H -0.73 -3.74 3.83
H 5.10 -4.35 5.25
H 4.06 2.67 -5.25
H -6.10 -2.41 -0.71
H 0.33 -5.38 2.85
H 3.50 -1.54 -0.97
H -2.95 3.59 5.22
H -0.59 -2.07 -6.22
H 4.72 -3.53 -0.91
H 0.05 3.21 -4.24
H 1.44 -0.63 -6.29
H 0.87 0.33 -4.98
H 5.55 2.08 -1.99
H 2.47 -0.97 -3.07
H 1.36 -4.50 -2.10
H -5.46 -4.97 -0.08
H -1.33 6.24 -2.17
H 3.41 -2.51 -3.28
H -1.45 4.77 -1.24
H -3.78 3.77 6.75
H -2.63 -1.92 3.42
H 3.80 -5.03 1.00
H 2.29 -3.25 2.74
H -1.05 2.24 -1.56
H -0.11 5.02 -2.36
H 1.87 -1.86 1.78
H -0.36 2.78 4.99
H 3.48 -6.23 -0.24
H -4.28 -0.92 1.95
H 0.88 -4.24 5.71
H -4.14 4.17 2.73
H 1.51 -5.20 -0.52
H 0.34 5.24 8.13
H -7.57 -0.92 0.41
H -1.75 4.38 7.17
H 1.87 -2.88 5.14
H 3.42 -2.07 2.18
H 3.73 -5.77 3.85
H -7.10 -2.16 1.67
H -4.08 3.75 1.01
H 2.33 3.06 -3.50
H -2.37 -3.30 2.29
H 0.53 0.59 5.08
H -0.62 3.10 -5.81
H 0.29 -2.12 -4.72
H 0.37 -0.60 6.36
H -4.37 5.83 -5.34
H 3.66 0.31 -5.61
H 4.47 3.81 -4.06
H -2.56 1.11 6.04
H -5.36 -4.09 -1.68
H -0.51 -2.37 4.86
H -3.87 -3.11 3.20
H -4.24 -5.34 -1.28
*
```

ΔE to the lowest compared entry with this formula, charge and spin in kJ/mol: 0.0
Frontier orbital gap in eV: 5.59
Largest force on an atom in hartree/bohr: 0.0539
HOMO energy in hartree: -0.4040



[9]
Formula: C3H8N4
Source: the Open Molecules 2025 dataset
Level of theory: ωB97M-V/def2-TZVPD

```
! RIJCOSX wB97M-V def2-TZVPD def2/J DEFGRID3
* xyz 0 1
N 0.60 0.15 0.22
N 1.80 -0.62 0.42
N -2.58 0.08 -0.51
N -0.53 -1.45 1.59
C -1.84 0.26 0.52
C 0.54 0.99 -0.98
C -0.55 -0.48 0.74
H 1.91 -1.30 -0.33
H -1.80 1.17 1.23
H 1.53 1.38 -1.24
H -0.10 1.85 -0.80
H 0.17 0.42 -1.84
H -2.23 -0.72 -1.05
H 0.46 -1.71 1.66
H 2.62 -0.02 0.38
*
```

ΔE to the lowest compared entry with this formula, charge and spin in kJ/mol: 271.4
Frontier orbital gap in eV: 9.63
SMILES string: [H]/N=C\C(=N\[H])N(C)N
Largest force on an atom in hartree/bohr: 0.0438
HOMO energy in hartree: -0.3326